This record from the OMol25 dataset describes the molecule C5H10N2O in a non-equilibrium geometry. The level of theory is wB97M-V/def2-TZVPD.

Each atom is followed by the atoms it is bonded to, with distances in Å.
Positions of all 18 atoms, in Å:
1 C 0.640 -1.073 -0.579  C2 1.623, C5 1.517, H7 1.139, O18 1.364
2 C -0.678 -1.495 0.269  C1 1.623, H8 1.083, H9 1.094, N16 1.457
3 C 0.126 0.515 1.126  C4 1.634, C5 1.557, H11 1.120, N16 1.445
4 C -0.728 1.540 0.183  C3 1.634, H12 1.120, H13 1.076, N17 1.469
5 C 0.971 0.350 -0.171  C1 1.517, C3 1.557, H15 1.149, N17 1.441
6 H -0.039 -0.390 -2.275  O18 1.049
7 H 1.502 -1.751 -0.271  C1 1.139
8 H -1.640 -1.311 -0.193  C2 1.083
9 H -0.569 -2.582 0.309  C2 1.094
10 H -1.117 -0.557 2.171  N16 0.980
11 H 0.673 1.019 1.964  C3 1.120
12 H -1.749 1.420 -0.261  C4 1.120
13 H -0.526 2.477 0.673  C4 1.076
14 H 0.753 1.849 -1.463  N17 1.010
15 H 2.068 0.682 -0.088  C5 1.149
16 N -0.428 -0.765 1.506  C2 1.457, C3 1.445, H10 0.980
17 N 0.139 1.224 -0.960  C4 1.469, C5 1.441, H14 1.010
18 O 0.601 -1.151 -1.940  C1 1.364, H6 1.049

For the lowest unoccupied orbital energy, the calculation gives 0.967 eV. As for the HOMO energy: -8.78 eV. The calculation puts the energy above the lowest of the compared OMol25 structures with the same formula, charge and spin at 274.4 kJ/mol. The structure (SMILES) is O[C@@H]1CN[C@@H]2CN[C@H]12. The electronic energy comes out at -381.1809 a.u. The HOMO-LUMO gap comes out at 9.75 eV. The charge is 0.